[1]
{"formula": "C4H11N3", "method": "wB97M-V/def2-TZVPD", "elements": ["C", "C", "N", "C", "C", "N", "N", "H", "H", "H", "H", "H", "H", "H", "H", "H", "H", "H"], "positions_angstrom": [[1.2256, 1.1009, 2.6209], [0.7849, -0.0478, 1.4594], [0.1752, 0.3972, 0.2527], [-0.0948, -0.4593, -0.6336], [-0.4315, -2.0915, -0.2603], [-0.6458, -0.0923, -1.8422], [-1.1057, 1.3238, -1.9727], [1.9863, 1.8466, 2.3345], [0.3558, 1.7203, 3.3439], [1.7446, 0.4734, 3.3657], [1.8783, -0.2386, 1.1039], [0.3635, -0.8995, 2.1864], [0.3161, -2.9405, -0.0862], [-1.0430, -2.5697, -1.0975], [-1.0299, -2.4525, 0.5941], [-1.0952, -0.8452, -2.6445], [-1.1746, 1.7193, -1.0971], [-0.1729, 1.7716, -2.1858]], "molar_mass_g_mol": 101.15, "energy_ev": -8791.988, "homo_lumo_gap_ev": 9.5, "smiles": "CC/N=C(\\C)NN", "de_lowest_kj_mol": 543.3, "homo_energy_ev": -8.68}

---

[2]
{"formula": "C21H32F15O12P", "method": "wB97M-V/def2-TZVPD", "elements": ["C", "C", "O", "C", "O", "C", "F", "F", "F", "H", "H", "H", "H", "H", "C", "C", "O", "C", "O", "C", "F", "F", "F", "H", "H", "H", "H", "H", "C", "C", "O", "C", "O", "C", "F", "F", "F", "H", "H", "H", "H", "H", "C", "C", "O", "C", "O", "C", "F", "F", "F", "H", "H", "H", "H", "H", "C", "C", "O", "C", "O", "C", "F", "F", "F", "H", "H", "H", "H", "H", "O", "O", "C", "P", "H", "H", "H", "H", "H", "H", "H"], "positions_angstrom": [[-0.1238, 0.8973, -1.2584], [0.7039, -0.2480, -0.7178], [1.1293, 0.0167, 0.6318], [0.2388, -0.2540, 1.5842], [-0.8570, -0.6858, 1.3955], [0.8393, 0.0277, 2.9577], [1.4989, 1.1887, 2.9950], [1.7114, -0.9267, 3.3151], [-0.0861, 0.0834, 3.9125], [0.4222, 1.8397, -1.1733], [-0.3729, 0.7283, -2.3047], [-1.0511, 1.0141, -0.6948], [1.6121, -0.3596, -1.3098], [0.1642, -1.1944, -0.7727], [-5.2894, 6.7341, -2.9647], [-5.2263, 6.1336, -1.5759], [-5.1123, 4.7023, -1.6421], [-3.8833, 4.2272, -1.8411], [-2.9033, 4.8953, -1.9677], [-3.9042, 2.7024, -1.8413], [-4.9173, 2.2087, -2.5601], [-4.0357, 2.2150, -0.6044], [-2.7844, 2.1851, -2.3466], [-6.0924, 6.2793, -3.5398], [-5.4584, 7.8096, -2.9113], [-4.3626, 6.5560, -3.5126], [-6.1514, 6.3435, -1.0392], [-4.4097, 6.5585, -0.9903], [2.9809, -2.8352, 5.1490], [3.4686, -3.1629, 6.5449], [4.1029, -4.4530, 6.5777], [5.3767, -4.4825, 6.1881], [6.0028, -3.5360, 5.8219], [5.9324, -5.8968, 6.3192], [5.0876, -6.8197, 5.8518], [6.1773, -6.2101, 7.5960], [7.0784, -6.0510, 5.6545], [2.3296, -3.6280, 4.7755], [2.4315, -1.8983, 5.1467], [3.8148, -2.7499, 4.4508], [2.6222, -3.2198, 7.2291], [4.1411, -2.3933, 6.9263], [9.0363, -8.2903, 4.8913], [9.9809, -7.1144, 5.0260], [11.3447, -7.5293, 4.8416], [11.7515, -7.6381, 3.5766], [11.0732, -7.4231, 2.6196], [13.2233, -8.0364, 3.5311], [13.5068, -9.0158, 4.3953], [14.0147, -7.0022, 3.8379], [13.5884, -8.4643, 2.3257], [9.3228, -9.0924, 5.5747], [8.0162, -7.9895, 5.1114], [9.0645, -8.7047, 3.8825], [9.9186, -6.7025, 6.0331], [9.7249, -6.3121, 4.3327], [-11.4129, 4.9337, -5.8884], [-11.1090, 5.3605, -4.4672], [-9.8425, 6.0354, -4.3959], [-9.8556, 7.3290, -4.7215], [-10.8218, 7.9386, -5.0609], [-8.4615, 7.9248, -4.5547], [-7.5091, 7.1313, -5.0617], [-8.1651, 8.1164, -3.2628], [-8.3418, 9.1036, -5.1553], [-10.5966, 4.3297, -6.2893], [-12.3339, 4.3512, -5.9254], [-11.5238, 5.7986, -6.5437], [-11.0254, 4.4831, -3.8262], [-11.9026, 5.9865, -4.0570], [0.1261, -0.8166, -4.4346], [0.3479, 0.5498, -4.2063], [-0.6006, 1.3708, -4.9224], [-2.3372, 0.5630, -4.9906], [0.5242, -1.0526, -5.2907], [-0.6204, 2.3589, -4.3993], [-0.2465, 1.5645, -5.9750], [-2.2343, 0.0526, -3.6503], [-2.9620, 1.8595, -5.0967], [-1.9009, -0.1706, -6.1573], [-3.6067, -0.1279, -5.1005]], "molar_mass_g_mol": 792.42, "energy_ev": -96912.634, "homo_lumo_gap_ev": 8.9, "smiles": "CCOC(=O)C(F)(F)F.CCOC(=O)C(F)(F)F.CCOC(=O)C(F)(F)F.CCOC(=O)C(F)(F)F.CCOC(=O)C(F)(F)F.OOC[PH4]", "homo_energy_ev": -8.48}

---

[3]
{"formula": "C30H24CoF3N6O2S", "method": "wB97M-V/def2-TZVPD", "elements": ["Co", "C", "C", "C", "C", "C", "C", "C", "S", "O", "O", "N", "C", "C", "C", "C", "C", "N", "H", "H", "H", "H", "H", "H", "H", "H", "H", "H", "H", "N", "C", "C", "C", "C", "C", "C", "N", "C", "C", "C", "C", "N", "C", "C", "H", "H", "H", "H", "H", "H", "H", "H", "H", "F", "C", "F", "F", "C", "C", "C", "N", "C", "C", "H", "H", "H", "H"], "positions_angstrom": [[-0.3264, 0.5963, 1.1701], [-5.4703, -2.6009, 6.5442], [-4.5512, -2.3568, 5.3827], [-4.8083, -1.3413, 4.4652], [-3.9646, -1.1235, 3.3885], [-2.8596, -1.9424, 3.2312], [-2.5885, -2.9767, 4.1167], [-3.4358, -3.1750, 5.1887], [-1.6801, -1.5936, 1.9784], [-2.2508, -0.6703, 0.9870], [-1.0679, -2.7907, 1.4831], [-0.5884, -0.5995, 2.6724], [0.7416, -0.8744, 2.8836], [1.2897, -1.9494, 3.5809], [2.6572, -1.9639, 3.7642], [3.4412, -0.9339, 3.2451], [2.8240, 0.0650, 2.5212], [1.5033, 0.0924, 2.3335], [-6.1918, -1.7942, 6.6553], [-4.9089, -2.6997, 7.4732], [-6.0182, -3.5327, 6.3913], [-5.6780, -0.7101, 4.5953], [-4.1542, -0.3432, 2.6630], [-1.7448, -3.6323, 3.9398], [-3.2360, -3.9766, 5.8889], [0.6441, -2.7262, 3.9634], [3.1190, -2.7735, 4.3134], [4.5097, -0.9133, 3.4019], [3.3935, 0.8695, 2.0701], [2.7171, -0.2260, -5.2918], [2.7311, -0.7849, -6.5442], [3.6336, -0.7145, -7.6010], [3.3170, -1.4371, -8.7307], [2.1406, -2.2036, -8.8135], [1.2470, -2.2717, -7.7701], [1.5479, -1.5509, -6.6104], [0.8584, -1.4452, -5.4310], [1.5686, -0.6528, -4.6704], [1.1781, -0.2902, -3.3197], [1.9350, 0.5376, -2.4876], [1.4779, 0.8202, -1.2205], [0.3315, 0.3369, -0.7283], [-0.4056, -0.4592, -1.5255], [-0.0194, -0.7913, -2.8026], [3.4130, 0.3942, -4.9184], [4.5358, -0.1189, -7.5452], [3.9891, -1.4174, -9.5781], [1.9393, -2.7482, -9.7264], [0.3388, -2.8559, -7.8298], [2.8733, 0.9665, -2.8112], [2.0534, 1.4580, -0.5603], [-1.3289, -0.8368, -1.1098], [-0.6247, -1.4383, -3.4208], [1.5935, 6.9856, 0.7360], [0.4404, 6.5623, 0.2020], [0.5558, 6.6103, -1.1360], [-0.5247, 7.4180, 0.5612], [0.1077, 5.1597, 0.6462], [-0.9279, 4.4760, 0.0275], [-1.2004, 3.1867, 0.4373], [-0.4929, 2.5679, 1.3964], [0.4838, 3.2477, 2.0054], [0.8152, 4.5470, 1.6674], [-1.5032, 4.9322, -0.7663], [-2.0168, 2.6234, 0.0029], [1.0086, 2.7229, 2.7925], [1.6136, 5.0609, 2.1821]], "molar_mass_g_mol": 648.56, "energy_ev": -101145.380, "charge": 1, "spin_multiplicity": 2, "homo_lumo_gap_ev": [7.0, 7.5], "de_lowest_kj_mol": 60.4, "homo_energy_ev": [-10.63, -10.63]}

---

[4]
{"formula": "C4H5NO", "method": "wB97M-V/def2-TZVPD", "elements": ["C", "C", "C", "O", "C", "N", "H", "H", "H", "H", "H"], "positions_angstrom": [[-1.5892, -0.6055, 0.3902], [-0.4536, 0.2411, 0.0555], [0.8729, -0.3707, 0.0455], [1.6993, 0.3281, -0.9342], [1.5440, 1.6150, -0.8357], [1.4403, 2.7636, -0.7093], [-2.0493, -0.6771, -0.6172], [-1.4320, -1.6213, 0.7774], [-2.3306, -0.0410, 0.9623], [1.3129, -0.1921, 1.0456], [0.9853, -1.4401, -0.1800]], "molar_mass_g_mol": 83.09, "energy_ev": -7761.625, "homo_lumo_gap_ev": 8.5, "de_lowest_kj_mol": 472.9, "homo_energy_ev": -9.12}

---

[5]
{"formula": "C2H3O2P", "method": "wB97M-V/def2-TZVPD", "elements": ["C", "C", "O", "O", "P", "H", "H", "H"], "positions_angstrom": [[-1.4847, 1.5580, 1.8181], [-0.7028, 0.7933, 1.2995], [0.0827, -1.2850, -1.7921], [0.8036, -0.6793, 0.6045], [1.0875, -0.4108, -0.8673], [-2.1693, 2.3202, 2.3304], [0.0583, -1.1748, -2.8169], [2.3248, -1.1216, -0.5762]], "molar_mass_g_mol": 90.02, "energy_ev": -15499.751, "homo_lumo_gap_ev": [7.7, 8.4], "de_lowest_kj_mol": 597.4, "homo_energy_ev": [-9.85, -9.64]}

---

[6]
{"formula": "C4H8O3", "method": "wB97M-V/def2-TZVPD", "elements": ["C", "C", "O", "C", "O", "C", "O", "H", "H", "H", "H", "H", "H", "H", "H"], "positions_angstrom": [[0.3969, -0.6246, 1.5496], [-0.2988, -0.0668, 0.5610], [-1.6518, -0.1258, 0.5886], [-2.5276, 0.0988, -0.4995], [0.3145, 0.6252, -0.4489], [1.6260, 0.1202, -0.8064], [2.6922, 0.2857, 0.0825], [1.4248, -0.3281, 1.6738], [-0.0838, -1.2843, 2.2518], [-2.4480, -0.6728, -1.2741], [-3.5315, 0.0441, -0.0624], [-2.3910, 1.0900, -0.9394], [1.5451, -0.9633, -0.9300], [1.8305, 0.6478, -1.7373], [3.1026, 1.1540, -0.0092]], "molar_mass_g_mol": 104.10, "energy_ev": -10418.352, "homo_lumo_gap_ev": 9.1, "smiles": "C=C(OC)OCO", "de_lowest_kj_mol": 255.8, "homo_energy_ev": -8.29}